Entry 1:
{
  "formula": "C26H46CsIN3Si2",
  "method": "ωB97M-V/def2-TZVPD",
  "lumo_ev": 1.9,
  "total_charge": -1,
  "largest_force_ev_per_a": 3.24,
  "e_homo_ev": -2.8,
  "species": ["Cs", "C", "C", "C", "C", "C", "C", "N", "N", "Si", "C", "C", "C", "H", "H", "H", "H", "H", "H", "H", "H", "H", "H", "H", "H", "H", "H", "H", "I", "C", "C", "C", "C", "C", "N", "H", "H", "H", "H", "C", "C", "C", "C", "Si", "C", "C", "C", "C", "C", "C", "C", "C", "H", "H", "H", "H", "H", "H", "H", "H", "H", "H", "H", "H", "H", "H", "H", "H", "H", "H", "H", "H", "H", "H", "H", "H", "H", "H", "H"],
  "positions_angstrom": [[1.22171, -1.56318, -1.38684], [5.42658, -2.78569, -1.39327], [4.84132, -2.96570, -0.00092], [5.66110, -3.29027, 1.09830], [5.04072, -3.67335, 2.25485], [3.71428, -3.52666, 2.42269], [2.89524, -2.97554, 1.35880], [3.52255, -2.95291, 0.13609], [1.60906, -2.61197, 1.52430], [0.48313, -2.51176, 2.75329], [-1.07821, -1.66824, 2.14275], [0.16267, -4.24449, 3.52505], [1.02300, -1.60719, 4.36346], [6.45267, -2.96702, -1.40348], [5.32038, -1.71029, -1.65357], [4.97280, -3.44037, -2.17571], [6.77546, -3.37215, 1.02135], [5.67630, -3.87800, 3.13240], [3.35861, -3.74443, 3.42700], [-1.70674, -2.34075, 1.51045], [-0.89549, -0.79810, 1.54163], [-1.69841, -1.32494, 2.94908], [0.36690, -4.31209, 4.57331], [0.73365, -4.95957, 2.98780], [-0.87637, -4.61743, 3.47512], [1.33234, -0.54886, 4.37527], [1.71143, -2.17509, 5.05333], [0.07178, -1.50621, 4.98575], [-0.33010, -5.60153, -1.14451], [-1.71109, -4.06383, -1.33675], [-3.00379, -4.17663, -0.74238], [-3.84412, -3.12552, -0.93764], [-3.48844, -2.03045, -1.68151], [-2.16283, -2.00210, -2.22576], [-1.33275, -3.08245, -2.09577], [-3.25832, -5.06949, -0.19691], [-4.85827, -3.21909, -0.61311], [-4.19165, -1.21225, -1.77572], [-1.76653, -1.13992, -2.77675], [0.14236, 3.95086, -2.77175], [0.07740, 2.44915, -2.48772], [-0.28507, 1.72845, -3.72788], [1.57179, 1.97571, -2.18213], [-1.00335, 1.89688, -0.86824], [-0.12508, 2.60502, 0.68784], [0.53739, 4.01298, 0.42405], [-1.00712, 2.79240, 1.92595], [1.02967, 1.64103, 1.13118], [-2.80154, 2.91242, -1.00380], [-3.32984, 2.77747, -2.42778], [-2.92436, 4.49914, -0.65148], [-3.82218, 2.20670, -0.08843], [0.59249, 4.21288, -3.76112], [0.66829, 4.48178, -2.01682], [-0.86826, 4.35157, -2.79581], [0.39306, 1.85145, -4.54821], [-1.34137, 1.94913, -4.03686], [-0.25442, 0.62045, -3.61884], [2.13616, 2.11320, -3.15917], [1.57536, 0.90512, -1.89496], [2.08774, 2.47635, -1.36557], [-0.02415, 4.62841, -0.30323], [1.49397, 3.84243, -0.04962], [0.71275, 4.52689, 1.37987], [-1.81583, 3.51994, 1.84298], [-0.38230, 3.05608, 2.83632], [-1.48743, 1.83772, 2.16304], [1.52649, 1.21039, 0.31405], [0.64188, 0.76525, 1.61837], [1.67542, 2.18858, 1.82225], [-2.68646, 3.22828, -3.14762], [-4.33551, 3.18134, -2.48451], [-3.39181, 1.69433, -2.58533], [-2.26642, 5.12722, -1.20959], [-2.73078, 4.77892, 0.42181], [-3.88709, 4.77935, -0.91035], [-3.74419, 1.08917, -0.23058], [-4.87273, 2.65432, -0.31999], [-3.64548, 2.27672, 1.00822]],
  "mulliken_charge": [1.507, -1.293, 0.467, -0.435, -0.531, -0.255, 0.185, -0.297, 0.091, -0.040, -0.241, -1.347, -1.231, 0.429, 0.217, 0.239, 0.230, 0.302, 0.258, 0.054, -0.329, 0.404, 0.407, 0.352, 0.343, 0.369, 0.290, 0.320, 0.105, 0.081, -0.448, -0.409, -0.431, 0.066, -0.511, 0.410, 0.419, 0.366, 0.278, -1.728, 2.086, -1.541, -0.960, -1.158, 2.722, -1.918, -1.835, -1.637, 1.967, -2.018, -1.764, -1.366, 0.439, 0.343, 0.226, 0.568, 0.199, 0.098, 0.423, -0.753, 0.194, 0.216, 0.389, 0.501, 0.307, 0.460, 0.230, 0.247, 0.089, 0.446, 0.336, 0.618, 0.247, 0.330, 0.195, 0.668, 0.100, 0.388, 0.257]
}

=====

Entry 2:
{
  "formula": "C68H87BaF10N2O5P3SSi2",
  "method": "ωB97M-V/def2-TZVPD",
  "lumo_ev": 0.1,
  "largest_force_ev_per_a": 1.96,
  "de_lowest_kcal_mol": 0.00,
  "e_homo_ev": -6.8,
  "species": ["Ba", "C", "Si", "C", "C", "N", "C", "C", "C", "C", "C", "C", "F", "H", "H", "H", "H", "H", "H", "H", "H", "H", "H", "H", "H", "H", "C", "P", "C", "C", "C", "P", "C", "C", "H", "H", "H", "H", "H", "H", "H", "H", "H", "H", "H", "H", "H", "H", "H", "H", "C", "C", "C", "C", "O", "Si", "O", "O", "C", "C", "C", "C", "O", "C", "C", "C", "C", "H", "H", "H", "H", "H", "H", "H", "H", "H", "H", "H", "H", "H", "H", "H", "H", "H", "H", "H", "H", "H", "H", "H", "H", "H", "H", "H", "N", "S", "C", "C", "C", "C", "C", "C", "C", "C", "C", "C", "C", "C", "H", "H", "H", "H", "H", "H", "H", "H", "H", "H", "H", "F", "C", "F", "F", "C", "C", "C", "C", "C", "C", "P", "C", "C", "C", "C", "C", "C", "C", "F", "F", "F", "C", "C", "C", "C", "C", "C", "C", "F", "F", "F", "H", "H", "H", "H", "H", "H", "H", "H", "H", "H", "H", "H", "C", "C", "O", "C", "C", "C", "C", "C", "C", "H", "H", "H", "H", "H", "H", "H", "H"],
  "positions_angstrom": [[-0.75737, 0.04931, -0.33896], [-3.82612, 3.32380, -2.98297], [-3.79933, 1.78317, -1.92559], [-5.58355, 1.39379, -1.48405], [-3.23113, 0.33967, -2.98929], [-2.64769, 1.88647, -0.66251], [-2.74111, 2.70314, 0.43331], [-3.83581, 3.53394, 0.78023], [-3.86415, 4.28989, 1.94683], [-2.80215, 4.28231, 2.84132], [-1.68350, 3.51602, 2.52807], [-1.68115, 2.79677, 1.36273], [-0.53373, 2.09691, 1.04466], [-4.38748, 3.16371, -3.91027], [-2.80923, 3.62676, -3.24851], [-4.29358, 4.16418, -2.45836], [-6.18407, 1.42859, -2.39905], [-6.02456, 2.09666, -0.77323], [-5.68760, 0.39175, -1.05767], [-3.96283, 0.10565, -3.76957], [-3.05760, -0.58130, -2.41691], [-2.29555, 0.59889, -3.48845], [-4.68334, 3.56850, 0.10655], [-4.73821, 4.89365, 2.16136], [-2.83025, 4.86197, 3.75383], [-0.80849, 3.49486, 3.16811], [-0.04348, 2.04879, -4.39009], [0.53312, 0.65429, -3.34149], [0.05997, -0.78723, -4.39031], [2.33675, 0.76609, -3.74584], [3.12159, -0.51476, -3.42822], [2.68212, -1.23620, -1.78641], [3.43284, 0.08089, -0.74874], [4.02746, -2.47879, -1.63203], [0.31561, 1.94049, -5.41680], [0.32946, 2.98711, -3.97785], [-1.13196, 2.10732, -4.39963], [0.68576, -0.85437, -5.28406], [-0.98098, -0.68526, -4.69866], [0.13605, -1.71009, -3.81156], [2.74511, 1.61398, -3.18698], [2.42447, 1.00656, -4.80881], [4.19892, -0.32311, -3.45913], [2.90836, -1.27484, -4.18623], [4.46339, 0.28572, -1.05877], [3.41741, -0.24202, 0.28950], [2.83443, 0.99245, -0.81523], [5.00965, -2.00045, -1.68060], [3.94785, -3.21947, -2.42999], [3.93547, -3.00402, -0.67801], [-0.23368, -5.05286, -4.67174], [0.05848, -5.05613, -3.17824], [1.41547, -4.42022, -2.90549], [0.03296, -6.48255, -2.63935], [-0.97594, -4.27360, -2.58145], [-1.30214, -3.71566, -1.06607], [-1.08018, -2.14451, -0.89968], [-2.86994, -4.11678, -0.70847], [-3.97060, -4.55820, -1.50788], [-5.18017, -4.55534, -0.58836], [-4.19357, -3.59938, -2.67274], [-3.71455, -5.97298, -2.01108], [-0.31963, -4.60388, -0.07701], [-0.39130, -4.90226, 1.31469], [1.04780, -5.00420, 1.79474], [-1.12127, -6.22730, 1.48498], [-1.12548, -3.80294, 2.07631], [0.56787, -5.54817, -5.22502], [-0.32592, -4.02515, -5.02958], [-1.17138, -5.57374, -4.87625], [2.20981, -5.00161, -3.38108], [1.60625, -4.37176, -1.83015], [1.43835, -3.40244, -3.30219], [0.86455, -7.04912, -3.06568], [-0.89651, -6.98415, -2.91306], [0.12622, -6.48406, -1.55202], [-5.39944, -3.54294, -0.24385], [-4.99446, -5.19406, 0.27842], [-6.05944, -4.93341, -1.11453], [-4.48965, -2.61444, -2.30166], [-4.98571, -3.97531, -3.32356], [-3.28233, -3.48788, -3.26548], [-3.62363, -6.66253, -1.16900], [-2.79142, -6.00323, -2.58772], [-4.53534, -6.30637, -2.64985], [1.55889, -5.82837, 1.29201], [1.09274, -5.16813, 2.87533], [1.57629, -4.07879, 1.54960], [-0.58047, -7.02575, 0.97226], [-2.12088, -6.15231, 1.05095], [-1.21321, -6.48854, 2.54242], [-0.64769, -2.83287, 1.91874], [-1.14837, -4.01812, 3.14736], [-2.15635, -3.72856, 1.71844], [1.40780, -0.63129, 1.90940], [2.49896, -0.36462, 3.00347], [3.95528, -1.37000, 2.74671], [5.12973, -0.72558, 2.39030], [6.24397, -1.48192, 2.04284], [6.16600, -2.86659, 2.04390], [4.98187, -3.50484, 2.40473], [3.87246, -2.75735, 2.76171], [1.91702, -1.09557, 4.53501], [0.57296, -1.42200, 4.60957], [0.07056, -1.93985, 5.79970], [0.90540, -2.10600, 6.89337], [2.25029, -1.75490, 6.80992], [2.76365, -1.24500, 5.62877], [1.19700, -1.63145, 1.85012], [5.17021, 0.35806, 2.37826], [7.16656, -0.98875, 1.76482], [7.03059, -3.45531, 1.76485], [4.92517, -4.58615, 2.40695], [2.95147, -3.24733, 3.05538], [-0.06998, -1.25704, 3.75177], [-0.97749, -2.20587, 5.86689], [0.50966, -2.50253, 7.81985], [2.89846, -1.88158, 7.66748], [3.81238, -0.98050, 5.55434], [7.22566, 7.20167, -2.96315], [7.31714, 6.11920, -2.17437], [7.98591, 6.49820, -1.06849], [8.09022, 5.22234, -2.80785], [5.96477, 5.55440, -1.83788], [5.81949, 4.19568, -1.61033], [4.56801, 3.68499, -1.29143], [3.45698, 4.51958, -1.18763], [3.62797, 5.88646, -1.40407], [4.87143, 6.40310, -1.72812], [1.84888, 3.72960, -0.74451], [1.82222, 4.15540, 1.04344], [1.65895, 5.45086, 1.53005], [1.70717, 5.70328, 2.89071], [1.93295, 4.65646, 3.77525], [2.09986, 3.36301, 3.30801], [2.03594, 3.11679, 1.94402], [1.94466, 4.91835, 5.25484], [0.71541, 4.77593, 5.78851], [2.75286, 4.06863, 5.91046], [2.35415, 6.16409, 5.54264], [0.64250, 4.89670, -1.48072], [0.83783, 5.36524, -2.78369], [-0.13404, 6.11597, -3.42003], [-1.32926, 6.39063, -2.76810], [-1.55086, 5.91356, -1.48806], [-0.56456, 5.17466, -0.84690], [-2.38540, 7.17809, -3.49207], [-3.32178, 7.65727, -2.65939], [-3.01870, 6.43381, -4.41607], [-1.85489, 8.22970, -4.14567], [6.67435, 3.53705, -1.69438], [4.45665, 2.62095, -1.11590], [2.78442, 6.56112, -1.32164], [4.99206, 7.46516, -1.89773], [1.47735, 6.27073, 0.84488], [1.57462, 6.70973, 3.26533], [2.26698, 2.55031, 4.00338], [2.13258, 2.10128, 1.57521], [1.76370, 5.15115, -3.30586], [0.03431, 6.49040, -4.42226], [-2.48663, 6.11192, -0.98185], [-0.75384, 4.81656, 0.15607], [-3.67559, -1.07251, 0.47563], [-3.05196, -0.95534, 1.84132], [-1.96369, -0.40910, 1.99020], [-3.73143, -1.49790, 3.05027], [-3.49636, -0.87540, 4.27254], [-4.10515, -1.35701, 5.42067], [-4.92697, -2.47575, 5.35150], [-5.14587, -3.11002, 4.13476], [-4.56004, -2.61327, 2.97974], [-3.64809, -0.08555, -0.00590], [-4.69547, -1.44644, 0.50008], [-3.04196, -1.75284, -0.11575], [-2.84217, -0.01241, 4.30452], [-3.93970, -0.86084, 6.36843], [-5.40014, -2.85399, 6.24886], [-5.77857, -3.98672, 4.08458], [-4.71966, -3.11252, 2.03011]],
  "mulliken_charge": [-2.100, -0.805, -0.356, -1.202, 0.629, 2.111, 0.295, -0.516, -1.175, -1.007, -0.943, 0.219, 0.688, 0.485, 0.002, 0.288, 0.422, 0.386, 0.239, 0.706, -0.346, -1.070, 0.261, 0.373, 0.466, 0.538, -1.066, 0.805, -1.198, -0.806, -1.491, 1.372, 0.710, -1.350, 0.504, -0.048, 0.350, 0.521, 0.742, -0.237, -0.106, 0.767, 0.721, 0.354, 0.754, -1.014, -0.939, 0.568, 0.442, 0.146, -1.902, 2.051, -1.206, -1.726, 0.518, -4.966, 4.736, 1.248, 1.829, -1.688, -1.246, -1.700, 0.441, 1.722, -1.672, -2.184, -0.167, 0.397, 0.244, 0.395, 0.603, 0.124, -0.090, 0.520, 0.419, 0.088, 0.176, 0.278, 0.504, 0.128, 0.581, 0.044, 0.308, 0.023, 0.549, 0.470, 0.520, 0.008, 0.428, 0.113, 0.464, -0.697, 0.940, -0.475, 1.305, 0.458, -0.039, -0.365, -0.605, -0.601, -0.570, -0.367, 0.127, 0.457, -0.697, -0.618, -0.741, -0.596, -1.066, 0.506, 0.447, 0.400, 0.451, 0.406, 0.101, 0.475, 0.414, 0.414, 0.486, -0.272, 0.871, -0.255, -0.273, 0.317, -0.908, -0.436, 0.012, -0.049, -1.115, 1.856, -0.212, 0.182, -1.183, 0.262, -0.570, 0.144, 0.770, -0.266, -0.270, -0.281, -0.114, -0.836, -0.989, 0.120, -0.894, -0.343, 0.729, -0.289, -0.244, -0.281, 0.467, 0.293, 0.362, 0.430, 0.354, 0.471, 0.612, -0.192, 0.708, 0.420, 0.475, 0.398, 0.440, 0.518, -0.271, 0.245, -0.477, -0.858, -0.403, -1.101, 0.000, -1.016, 0.791, -0.624, 0.657, 0.454, 0.398, 0.433, 0.414]
}